1.
C2HClN2OS | the ωB97M-V functional and the def2-TZVPD basis

- strongest force on any atom (eV/Å) = 4.57
- highest occupied orbital energy (eV) = -10.0
- DFT total energy (eV) = -30471.6250
- SMILES = Sc1nonc1Cl
- energy above the lowest of the compared OMol25 structures with the same formula, charge and spin (eV) = 2.879
- LUMO energy (eV) = -0.29

Cartesian coordinates (Å):
S: 1.78490 -1.20843 0.04525
C: 0.71160 0.19204 -0.06591
N: 1.13215 1.43976 -0.26966
O: -0.03440 2.16101 0.00711
N: -1.12985 1.47723 0.15144
C: -0.67526 0.17281 0.29432
Cl: -1.86136 -1.17394 -0.09031
H: 3.12574 -0.60408 0.21138

2.
C2HCrFO | the ωB97M-V functional and the def2-TZVPD basis

- strongest force on any atom (eV/Å) = 3.96
- highest occupied orbital energy (alpha / beta) (eV) = -19.6 / -20.7
- DFT total energy (eV) = -35251.0079
- spin multiplicity = 5
- energy above the lowest of the compared OMol25 structures with the same formula, charge and spin (eV) = 0.000
- total charge = +2
- <S²> = 6.3969
- LUMO energy (alpha / beta) (eV) = -14.12 / -11.40

Cartesian coordinates (Å):
H: -0.68309 -1.15449 1.13312
C: 0.17227 0.14042 0.22971
C: -1.02518 -0.45440 0.24975
O: 1.17948 0.61245 -0.17003
F: -2.12708 0.27820 0.34840
Cr: 2.48360 0.57782 -1.79094

3.
C2HCsFLiO2 | the ωB97M-V functional and the def2-TZVPD basis

- strongest force on any atom (eV/Å) = 5.63
- highest occupied orbital energy (alpha / beta) (eV) = -6.8 / -4.0
- DFT total energy (eV) = -9652.7346
- LUMO energy (alpha / beta) (eV) = -0.78 / -0.64

Cartesian coordinates (Å):
F: 2.80610 1.32691 0.86772
O: -0.64113 1.86187 1.26399
C: 0.56562 2.00433 0.62156
C: 1.48020 0.99867 0.68823
O: 1.24895 -0.24226 0.47035
Li: -1.03058 -0.17875 2.84368
Cs: -1.36523 -0.94029 -1.04233
H: 0.66234 2.81071 -0.11358

4.
C2HCsLiO3 | the ωB97M-V functional and the def2-TZVPD basis

- strongest force on any atom (eV/Å) = 3.99
- highest occupied orbital energy (alpha / beta) (eV) = -4.5 / -6.5
- DFT total energy (eV) = -8983.2733
- spin multiplicity = 2
- energy above the lowest of the compared OMol25 structures with the same formula, charge and spin (eV) = 1.475
- <S²> = 0.7539
- LUMO energy (alpha / beta) (eV) = -1.19 / -1.22

Cartesian coordinates (Å):
C: 0.88938 -1.41410 -0.81557
H: 1.93995 -1.43951 -1.16370
O: 0.60359 -0.00537 -0.89786
C: -0.54244 0.43354 -0.36923
O: -0.73350 1.67357 -0.43106
O: -1.10455 -0.28080 0.52089
Li: -0.60452 -2.10582 0.37587
Cs: -0.44790 3.13850 2.78065

5.
C2HCuFLiO2 | the ωB97M-V functional and the def2-TZVPD basis

- strongest force on any atom (eV/Å) = 4.92
- highest occupied orbital energy (alpha / beta) (eV) = -11.6 / -14.7
- DFT total energy (eV) = -53738.0935
- spin multiplicity = 2
- total charge = +1
- <S²> = 0.7536
- LUMO energy (alpha / beta) (eV) = -5.49 / -5.49

Cartesian coordinates (Å):
F: 0.58335 -0.54143 -1.81232
O: 0.27498 -1.84320 0.10806
C: -0.22598 -1.00707 -0.62279
C: -0.81476 0.19006 -0.10224
O: -0.08871 0.81106 0.77325
Cu: 0.86358 -0.72961 2.11944
Li: 0.88707 2.35520 0.29628
H: -1.47953 0.76499 -0.75968

6.
C2HErO2 | the ωB97M-V functional and the def2-TZVPD basis

- strongest force on any atom (eV/Å) = 7.25
- highest occupied orbital energy (alpha / beta) (eV) = -11.8 / -13.3
- DFT total energy (eV) = -33793.8514
- spin multiplicity = 5
- energy above the lowest of the compared OMol25 structures with the same formula, charge and spin (eV) = 0.000
- total charge = +1
- <S²> = 6.0040
- LUMO energy (alpha / beta) (eV) = -5.55 / -5.84

Cartesian coordinates (Å):
O: 2.21766 -0.37642 -0.82286
C: 1.35971 -0.07856 -0.02040
C: -0.81558 0.13678 -0.34163
O: -1.59596 0.47824 0.60974
H: -1.13934 0.42011 -1.36711
Er: -0.02649 -0.58015 1.94225

7.
C2HEuO4 | the ωB97M-V functional and the def2-TZVPD basis

- strongest force on any atom (eV/Å) = 3.92
- highest occupied orbital energy (alpha / beta) (eV) = -18.1 / -17.4
- DFT total energy (eV) = -29577.7435
- spin multiplicity = 7
- energy above the lowest of the compared OMol25 structures with the same formula, charge and spin (eV) = 0.286
- total charge = +2
- <S²> = 12.0407
- LUMO energy (alpha / beta) (eV) = -9.53 / -10.51

Cartesian coordinates (Å):
O: 1.96317 -0.54966 0.08241
O: -2.50000 -0.20832 0.35621
O: 0.77937 0.03639 0.63525
O: -2.40580 1.12266 -0.15055
C: -1.40396 -0.75812 0.29153
C: -0.24939 -0.21009 -0.17658
H: -0.02355 -0.35479 -1.24019
Eu: 3.84015 0.92193 0.20191

8.
C2HF3I2 | the ωB97M-V functional and the def2-TZVPD basis

- strongest force on any atom (eV/Å) = 3.17
- highest occupied orbital energy (alpha / beta) (eV) = -9.0 / -8.9
- DFT total energy (eV) = -26440.1781
- energy above the lowest of the compared OMol25 structures with the same formula, charge and spin (eV) = 2.977
- LUMO energy (alpha / beta) (eV) = -0.90 / -1.04

Cartesian coordinates (Å):
C: 0.48397 0.78498 1.20521
C: 1.78223 -1.24506 0.56468
F: 0.60030 1.02536 2.50036
F: 1.19122 -1.77603 -0.55653
F: 1.85466 -2.18748 1.48322
I: 1.19345 2.16910 -0.06862
I: 3.74176 -0.52447 -0.03294
H: -0.51274 0.46593 0.77922